# 1
This record from OMol25 describes a structure of composition C48H30F17GeN4NaO2S3. The level of theory is the ωB97M-V functional and the def2-TZVPD basis.

## Properties
LUMO (eV): 3.075
Gap between HOMO and LUMO (eV): 4.85
Total charge: -2
HOMO energy (eV): -1.8

Cartesian coordinates (Å):
Na: 0.145 0.624 0.383
F: -3.119 -1.824 3.982
C: -2.253 -0.775 3.892
C: -1.283 -0.768 2.913
C: -0.358 0.289 2.779
C: -0.505 1.316 3.740
C: -1.501 1.275 4.706
F: -1.646 2.317 5.594
C: -2.411 0.246 4.813
C: 0.461 2.448 3.738
C: 1.167 2.815 4.892
C: 2.113 3.818 4.827
C: 2.345 4.451 3.610
C: 1.595 4.038 2.523
N: 0.681 3.073 2.576
H: -1.259 -1.619 2.235
H: -3.198 0.247 5.553
H: 0.969 2.291 5.818
H: 2.674 4.099 5.711
H: 3.084 5.236 3.506
H: 1.730 4.504 1.548
N: 3.930 2.824 -1.497
C: 3.114 3.066 -2.591
C: 3.361 3.621 -3.842
C: 2.287 3.692 -4.709
C: 1.015 3.214 -4.348
C: 0.786 2.655 -3.107
C: 1.851 2.607 -2.211
N: 1.900 2.092 -0.923
C: 3.134 2.224 -0.555
C: 3.600 1.763 0.754
C: 4.775 2.042 1.381
S: 4.784 1.297 2.919
C: 3.211 0.667 2.612
N: 2.725 0.979 1.461
H: 4.932 2.817 -1.498
H: 4.348 3.959 -4.135
H: 2.433 4.104 -5.700
H: 0.214 3.243 -5.076
H: -0.168 2.218 -2.842
H: 5.597 2.649 1.038
H: 2.681 0.063 3.338
O: -1.368 2.099 0.313
S: -0.898 3.518 0.210
C: -1.821 4.465 1.470
C: -2.969 5.203 0.788
C: -2.466 5.548 -0.614
C: -1.874 4.252 -1.145
H: -1.110 5.145 1.941
H: -2.121 3.716 2.204
H: -3.265 6.088 1.353
H: -3.841 4.550 0.713
H: -1.694 6.322 -0.553
H: -3.256 5.925 -1.267
H: -1.242 4.358 -2.025
H: -2.650 3.506 -1.338
F: -4.204 -0.815 -2.113
C: -3.408 -1.437 -3.009
C: -2.334 -2.200 -2.594
C: -1.595 -2.757 -3.626
F: -0.538 -3.541 -3.373
C: -1.899 -2.588 -4.965
F: -1.163 -3.169 -5.925
C: -2.989 -1.821 -5.325
F: -3.301 -1.644 -6.620
C: -3.753 -1.239 -4.336
F: -4.816 -0.485 -4.677
Ge: -1.692 -2.243 -0.616
S: 1.146 -0.706 -2.481
C: -1.096 -4.238 -0.586
C: -1.553 -5.293 -1.353
F: -2.577 -5.133 -2.210
C: -1.021 -6.567 -1.300
F: -1.500 -7.559 -2.073
C: 0.021 -6.832 -0.432
F: 0.549 -8.064 -0.365
C: 0.506 -5.818 0.366
F: 1.514 -6.069 1.218
C: -0.059 -4.555 0.271
F: 0.470 -3.628 1.092
C: -3.570 -2.517 0.311
C: -4.244 -3.658 0.701
F: -3.816 -4.888 0.349
C: -5.398 -3.649 1.470
F: -6.013 -4.795 1.817
C: -5.925 -2.446 1.888
F: -7.039 -2.416 2.635
C: -5.291 -1.274 1.531
F: -5.798 -0.099 1.938
C: -4.139 -1.336 0.769
F: -3.575 -0.150 0.487
O: 3.785 -0.471 -2.633
C: 2.801 -0.945 -2.058
C: 4.169 -3.925 -1.425
C: 4.353 -2.559 -0.769
C: 4.895 -2.706 0.650
C: 3.037 -1.783 -0.788
H: 5.119 -4.462 -1.518
H: 3.739 -3.818 -2.424
H: 3.488 -4.545 -0.834
H: 5.068 -1.984 -1.365
H: 4.187 -3.255 1.280
H: 5.057 -1.725 1.110
H: 5.846 -3.249 0.664
H: 2.998 -1.077 0.046
H: 2.187 -2.454 -0.655

These are the Löwdin partial charges, in e, on atoms 1 to 5:
1 Na 0.123
2 F 0.030
3 C -0.285
4 C -0.088
5 C -0.035

***

# 2
This record from OMol25 describes a structure of composition C48H36Cl8FeN6OPS3. The level of theory is the ωB97M-V functional and the def2-TZVPD basis.

## Properties
LUMO (alpha / beta) (eV): 1.976 / 1.976
Energy above the lowest of the compared OMol25 structures with the same formula, charge and spin (eV): 0.8434
Gap between HOMO and LUMO (alpha / beta) (eV): 3.91 / 3.91
Total charge: -1
HOMO energy (alpha / beta) (eV): -1.9 / -1.9

Cartesian coordinates (Å):
Fe: -0.447 -0.019 -0.669
C: 2.605 2.593 3.778
S: 2.756 0.957 2.999
C: 1.434 0.937 1.864
S: 1.885 1.821 0.372
N: 0.281 0.424 2.201
N: -0.626 0.247 1.273
C: -1.946 0.127 1.702
C: -2.880 0.285 0.725
C: -4.308 0.311 0.932
C: -5.147 0.591 -0.093
C: -4.625 0.831 -1.400
C: -3.262 0.759 -1.556
N: -2.384 0.521 -0.574
H: 3.395 2.669 4.527
H: 1.633 2.681 4.262
H: 2.731 3.387 3.043
H: -2.172 0.074 2.761
H: -4.685 0.118 1.931
H: -6.218 0.629 0.081
H: -5.262 1.048 -2.245
H: -2.822 0.914 -2.532
Cl: 1.821 -1.151 -0.731
C: 1.532 -0.545 -2.363
C: 0.194 -0.313 -2.659
C: -0.003 -0.030 -4.003
Cl: -1.645 -0.007 -4.627
C: 1.033 0.204 -4.913
Cl: 0.701 0.647 -6.554
C: 2.358 0.093 -4.494
Cl: 3.659 0.420 -5.582
C: 2.620 -0.320 -3.187
Cl: 4.242 -0.555 -2.646
Cl: 4.261 -2.283 3.662
C: 2.932 -3.212 3.052
C: 2.644 -3.195 1.697
C: 1.617 -3.988 1.219
C: 0.873 -4.808 2.066
C: -0.214 -5.703 1.511
C: -1.538 -4.952 1.381
N: -1.459 -3.905 0.394
C: -1.643 -4.039 -0.966
C: -1.417 -2.806 -1.493
N: -1.104 -1.929 -0.484
C: -1.147 -2.612 0.633
O: 0.093 -6.212 0.228
C: 1.021 -7.284 0.231
C: 2.442 -6.818 0.337
C: 3.240 -6.945 1.431
Cl: 2.830 -7.698 2.921
S: 4.770 -6.196 1.240
C: 4.365 -5.704 -0.351
C: 3.114 -6.098 -0.698
C: 1.156 -4.748 3.425
Cl: 0.215 -5.677 4.568
C: 2.181 -3.968 3.933
H: 3.220 -2.569 1.028
H: 1.388 -3.988 0.161
H: -0.371 -6.538 2.202
H: -1.793 -4.510 2.345
H: -2.329 -5.648 1.100
H: -1.898 -4.983 -1.412
H: -1.462 -2.477 -2.516
H: -0.950 -2.211 1.613
H: 0.872 -7.798 -0.719
H: 0.790 -7.983 1.041
H: 5.069 -5.138 -0.938
H: 2.654 -5.866 -1.648
H: 2.389 -3.955 4.992
N: 0.494 1.859 -0.660
P: -0.235 3.268 -0.461
C: 0.905 4.648 -0.790
C: 0.614 5.946 -0.383
C: 1.443 6.997 -0.748
C: 2.561 6.758 -1.533
C: 2.846 5.467 -1.958
C: 2.021 4.416 -1.591
C: -1.466 3.527 -1.752
C: -2.575 4.351 -1.581
C: -3.395 4.641 -2.661
C: -3.099 4.134 -3.918
C: -1.981 3.332 -4.096
C: -1.167 3.028 -3.017
C: -0.974 3.601 1.147
C: -2.281 3.202 1.416
C: -2.813 3.382 2.685
C: -2.041 3.941 3.690
C: -0.728 4.319 3.434
C: -0.193 4.145 2.169
H: -0.262 6.139 0.226
H: 1.213 8.003 -0.420
H: 3.209 7.578 -1.818
H: 3.715 5.275 -2.575
H: 2.240 3.407 -1.920
H: -2.807 4.765 -0.610
H: -4.269 5.263 -2.516
H: -3.742 4.361 -4.759
H: -1.746 2.926 -5.072
H: -0.301 2.390 -3.143
H: -2.883 2.745 0.644
H: -3.826 3.055 2.883
H: -2.455 4.069 4.683
H: -0.115 4.736 4.223
H: 0.835 4.421 1.971

These are the Löwdin partial charges, in e, on atoms 1 to 5:
1 Fe 0.271
2 C -0.419
3 S 0.743
4 C -1.024
5 S 0.783

***

# 3
This record from OMol25 describes a structure of composition C48H38ClCrN4O8P2. The level of theory is the ωB97M-V functional and the def2-TZVPD basis.

## Properties
LUMO (alpha / beta) (eV): 2.079 / 2.002
Spin multiplicity: 5
Energy above the lowest of the compared OMol25 structures with the same formula, charge and spin (eV): 0.1995
Gap between HOMO and LUMO (alpha / beta) (eV): 4.99 / 7.81
Total charge: -1
HOMO energy (alpha / beta) (eV): -2.9 / -5.8

Cartesian coordinates (Å):
Cr: -1.963 -0.058 2.027
O: 0.811 0.329 4.865
C: -0.126 0.509 4.098
O: -0.249 -0.104 2.937
C: -1.232 1.437 4.380
C: -1.190 2.264 5.492
C: -2.210 3.151 5.729
C: -3.315 3.197 4.813
C: -4.382 4.082 5.000
C: -5.459 4.121 4.131
C: -5.479 3.254 3.048
C: -4.432 2.370 2.837
C: -3.324 2.311 3.694
N: -2.279 1.429 3.468
H: -0.334 2.172 6.146
H: -2.204 3.808 6.590
H: -4.347 4.750 5.855
H: -6.274 4.814 4.298
H: -6.314 3.263 2.357
H: -4.481 1.703 1.997
N: -2.355 -1.670 3.409
C: -2.897 -2.791 2.619
C: -2.234 -2.794 1.240
O: -2.325 -3.775 0.530
O: -1.627 -1.684 0.954
H: -1.430 -1.905 3.754
H: -2.945 -1.478 4.210
H: -3.959 -2.627 2.449
H: -2.747 -3.764 3.086
O: -5.480 2.021 -2.003
C: -4.531 2.913 -1.797
O: -4.581 4.020 -2.274
C: -3.365 2.480 -0.966
C: -2.192 3.186 -0.806
Cl: -1.888 4.781 -1.293
N: -1.350 2.480 -0.010
N: -1.982 1.355 0.417
C: -3.169 1.338 -0.172
C: -4.106 0.223 0.205
O: -5.097 -0.013 -0.483
O: -3.796 -0.365 1.289
C: 0.071 2.658 0.104
C: 0.793 3.276 -0.915
C: 2.164 3.431 -0.793
C: 2.834 2.951 0.325
C: 2.114 2.304 1.317
C: 0.738 2.169 1.212
H: -5.340 1.167 -1.490
H: 0.299 3.627 -1.807
H: 2.716 3.904 -1.595
H: 3.907 3.065 0.411
H: 2.614 1.885 2.181
H: 0.191 1.673 1.995
C: 2.044 -0.345 -1.515
P: 0.491 -0.851 -0.580
C: 0.702 -2.674 -0.662
C: 1.061 -3.309 0.526
C: 1.140 -4.692 0.591
C: 0.850 -5.454 -0.530
C: 0.512 -4.830 -1.722
C: 0.451 -3.446 -1.792
C: -0.719 -0.529 -1.936
C: -0.568 0.596 -2.752
C: -1.548 0.961 -3.668
C: -2.713 0.215 -3.776
C: -2.874 -0.909 -2.977
C: -1.891 -1.280 -2.071
P: 3.600 -0.963 -0.737
C: 3.869 -2.516 -1.701
C: 3.979 -3.722 -1.018
C: 4.126 -4.918 -1.710
C: 4.197 -4.912 -3.094
C: 4.128 -3.708 -3.785
C: 3.962 -2.519 -3.093
C: 4.854 0.062 -1.626
C: 6.192 -0.225 -1.340
C: 7.219 0.527 -1.884
C: 6.929 1.588 -2.735
C: 5.608 1.874 -3.039
C: 4.578 1.122 -2.483
H: 2.086 0.741 -1.409
H: 1.999 -0.623 -2.570
H: 1.258 -2.700 1.404
H: 1.411 -5.178 1.521
H: 0.878 -6.536 -0.474
H: 0.272 -5.423 -2.597
H: 0.188 -2.963 -2.726
H: 0.316 1.214 -2.668
H: -1.400 1.837 -4.290
H: -3.487 0.518 -4.470
H: -3.783 -1.495 -3.048
H: -2.033 -2.166 -1.462
H: 3.931 -3.722 0.064
H: 4.173 -5.854 -1.168
H: 4.310 -5.843 -3.636
H: 4.198 -3.699 -4.866
H: 3.918 -1.582 -3.638
H: 6.421 -1.058 -0.683
H: 8.249 0.297 -1.639
H: 7.727 2.186 -3.157
H: 5.372 2.691 -3.712
H: 3.554 1.373 -2.732

These are the Löwdin partial charges, in e, on atoms 1 to 5:
1 Cr 0.937
2 O 0.039
3 C -0.613
4 O -0.207
5 C -0.223

***

# 4
This record from OMol25 describes a structure of composition C48H39ClMnO6P2S2Te. The level of theory is the ωB97M-V functional and the def2-TZVPD basis.

## Properties
LUMO (alpha / beta) (eV): -0.735 / -0.823
Spin multiplicity: 6
Gap between HOMO and LUMO (alpha / beta) (eV): 6.04 / 6.05
HOMO energy (alpha / beta) (eV): -6.8 / -6.9

Cartesian coordinates (Å):
Mn: -0.430 -1.070 0.102
O: 2.181 3.196 -1.401
S: 1.147 2.376 -0.723
C: -0.322 3.412 -0.663
C: -0.137 4.753 -0.970
C: -1.208 5.626 -0.897
C: -2.456 5.152 -0.511
C: -2.633 3.806 -0.242
C: -1.571 2.902 -0.335
P: -1.932 1.097 -0.178
C: -2.960 1.121 1.323
C: -4.077 0.307 1.454
C: -4.774 0.257 2.656
C: -4.345 1.010 3.739
C: -3.219 1.816 3.619
C: -2.531 1.873 2.419
C: -3.035 0.844 -1.602
C: -4.366 1.255 -1.632
C: -5.129 1.059 -2.771
C: -4.566 0.464 -3.893
C: -3.241 0.058 -3.872
C: -2.480 0.239 -2.726
C: 1.582 2.450 1.039
C: 1.489 3.653 1.726
C: 2.084 3.787 2.971
C: 2.797 2.725 3.507
C: 2.875 1.519 2.825
C: 2.248 1.350 1.591
P: 2.264 -0.232 0.645
C: 3.623 0.137 -0.512
C: 3.384 0.129 -1.880
C: 4.396 0.476 -2.765
C: 5.645 0.832 -2.285
C: 5.891 0.841 -0.917
C: 4.883 0.498 -0.034
C: 2.961 -1.469 1.789
C: 3.888 -2.386 1.298
C: 4.313 -3.446 2.085
C: 3.816 -3.609 3.369
C: 2.882 -2.709 3.863
C: 2.451 -1.653 3.076
H: 0.853 5.080 -1.264
H: -1.071 6.671 -1.140
H: -3.297 5.828 -0.437
H: -3.613 3.449 0.045
H: -4.412 -0.295 0.623
H: -5.643 -0.383 2.733
H: -4.883 0.968 4.677
H: -2.872 2.399 4.464
H: -1.652 2.503 2.335
H: -4.821 1.709 -0.761
H: -6.166 1.369 -2.783
H: -5.165 0.310 -4.781
H: -2.800 -0.420 -4.736
H: -1.455 -0.115 -2.710
H: 0.971 4.492 1.282
H: 2.012 4.726 3.505
H: 3.297 2.832 4.461
H: 3.434 0.703 3.259
H: 2.409 -0.156 -2.254
H: 4.201 0.471 -3.829
H: 6.432 1.106 -2.976
H: 6.867 1.120 -0.541
H: 5.075 0.508 1.034
H: 4.264 -2.285 0.288
H: 5.030 -4.151 1.685
H: 4.148 -4.439 3.980
H: 2.482 -2.832 4.862
H: 1.712 -0.967 3.472
Te: -2.420 -2.937 -0.608
C: -4.381 -2.769 0.138
C: -5.482 -2.293 -0.521
C: -6.691 -2.423 0.219
C: -6.500 -3.007 1.435
S: -4.850 -3.406 1.664
H: -5.420 -1.859 -1.511
H: -7.658 -2.100 -0.141
H: -7.240 -3.229 2.187
O: 0.480 -1.568 -1.912
Cl: 1.181 -2.848 -1.620
O: 0.642 -3.879 -2.428
O: 2.579 -2.672 -1.835
O: 0.918 -3.088 -0.203
C: -1.661 -2.372 3.294
C: -0.910 -1.084 3.274
O: -0.392 -0.660 2.242
C: -0.805 -0.266 4.507
C: -1.412 -0.663 5.696
C: -1.331 0.141 6.822
C: -0.641 1.344 6.764
C: -0.028 1.743 5.582
C: -0.113 0.943 4.457
H: -1.603 -2.860 2.323
H: -2.710 -2.173 3.528
H: -1.265 -3.030 4.070
H: -1.953 -1.598 5.748
H: -1.804 -0.171 7.743
H: -0.580 1.973 7.643
H: 0.515 2.678 5.536
H: 0.355 1.245 3.529

These are the Löwdin partial charges, in e, on atoms 1 to 5:
1 Mn 0.479
2 O -0.468
3 S 0.941
4 C -0.384
5 C -0.084